{"formula": "CH2I2S3", "method": "ωB97M-V with the def2-TZVPD basis set", "species": ["C", "S", "S", "S", "I", "I", "H", "H"], "xyz": [[-2.517718, -0.222573, -0.465826], [1.793358, -0.254479, 0.519328], [-1.059524, -1.878535, 1.011469], [0.141367, -0.600502, 1.780811], [-1.926786, 1.748291, 0.284813], [-4.581162, -0.612907, -0.019251], [-2.473284, -0.172319, -1.547557], [1.169562, 0.301272, -0.363041]], "forces_ev_per_a": [[-0.25, 0.72, 1.83], [2.26, -2.43, 3.47], [-1.20, 0.67, -1.62], [0.48, 0.67, 0.23], [-0.13, -1.30, -0.50], [0.73, -0.12, -0.05], [0.61, -0.43, -0.04], [-2.49, 2.21, -3.31]], "mulliken_charge": [-0.723, -0.091, 0.059, 0.028, 0.109, 0.111, 0.391, 0.118], "multiplicity": 1, "homo_lumo_gap_ev": [6.976, 6.910], "e_tot_ev": -49773.90453, "lumo_ha": [-0.0679, -0.0665], "homo_energy_ev": [-8.82, -8.72]}